# 1
{"formula": "C20H23NO6S", "method": "wB97M-V/def2-TZVPD", "homo_lumo_gap_ev": 8.18, "energy_ev": -45723.5339, "e_above_lowest_ev": 0.000, "e_homo_ev": -7.5, "elements": ["C", "C", "H", "H", "O", "C", "O", "C", "C", "N", "C", "O", "C", "C", "H", "C", "H", "C", "H", "H", "O", "H", "H", "H", "H", "S", "C", "C", "C", "C", "C", "C", "C", "C", "H", "O", "C", "H", "H", "H", "O", "C", "H", "H", "H", "H", "H", "H", "H", "H", "H"], "xyz": [[-0.699, -3.966, -0.695], [-1.381, -3.036, 0.298], [-2.441, -3.282, 0.405], [-0.882, -3.091, 1.271], [-1.364, -1.682, -0.154], [-0.212, -0.988, 0.046], [0.741, -1.471, 0.605], [-0.302, 0.386, -0.450], [-1.480, 1.067, -0.687], [-2.757, 0.574, -0.602], [-3.854, 1.340, -0.801], [-3.798, 2.522, -1.074], [-5.171, 0.573, -0.642], [-6.092, 1.308, 0.336], [-5.955, 2.384, 0.271], [-5.637, 0.711, 1.666], [-6.394, 0.773, 2.443], [-5.332, -0.735, 1.272], [-4.519, -1.174, 1.857], [-6.221, -1.369, 1.375], [-4.952, -0.720, -0.102], [-4.731, 1.211, 2.011], [-7.134, 1.060, 0.137], [-5.614, 0.463, -1.639], [-2.881, -0.415, -0.399], [-1.232, 2.726, -1.077], [0.476, 2.507, -0.947], [0.839, 1.239, -0.618], [2.235, 0.805, -0.512], [2.693, -0.304, -1.202], [4.022, -0.685, -1.115], [4.916, 0.034, -0.338], [4.459, 1.173, 0.360], [3.132, 1.546, 0.260], [2.759, 2.405, 0.793], [5.402, 1.828, 1.095], [5.006, 2.955, 1.833], [4.632, 3.754, 1.183], [5.903, 3.300, 2.346], [4.240, 2.704, 2.575], [6.237, -0.260, -0.183], [6.744, -1.403, -0.824], [6.236, -2.313, -0.488], [7.795, -1.454, -0.544], [6.664, -1.325, -1.914], [4.351, -1.554, -1.662], [2.016, -0.873, -1.820], [1.130, 3.331, -1.150], [0.356, -3.712, -0.771], [-0.791, -4.993, -0.354], [-1.160, -3.873, -1.675]]}

# 2
{"formula": "C39H43F5O3", "method": "wB97M-V/def2-TZVPD", "homo_lumo_gap_ev": 9.58, "energy_ev": -60868.4170, "e_above_lowest_ev": 0.380, "e_homo_ev": -9.0, "elements": ["C", "C", "O", "C", "H", "H", "H", "H", "H", "H", "C", "C", "O", "C", "H", "H", "H", "H", "H", "H", "C", "C", "O", "C", "H", "H", "H", "H", "H", "H", "F", "C", "C", "C", "C", "C", "C", "H", "H", "H", "H", "H", "F", "C", "C", "C", "C", "C", "C", "H", "H", "H", "H", "H", "F", "C", "C", "C", "C", "C", "C", "H", "H", "H", "H", "H", "F", "C", "C", "C", "C", "C", "C", "H", "H", "H", "H", "H", "F", "C", "C", "C", "C", "C", "C", "H", "H", "H", "H", "H"], "xyz": [[-0.830, 1.660, 3.855], [0.147, 0.543, 3.823], [-0.124, -0.614, 3.581], [1.489, 1.015, 4.160], [-0.484, 2.346, 4.647], [-1.870, 1.329, 3.876], [-0.735, 2.139, 2.864], [1.725, 1.829, 3.474], [2.315, 0.242, 4.008], [1.475, 1.463, 5.192], [2.588, -2.269, 0.368], [3.020, -2.205, 1.789], [4.040, -1.675, 2.171], [2.054, -2.914, 2.771], [3.494, -2.238, -0.281], [1.851, -1.511, 0.065], [2.239, -3.292, 0.227], [1.500, -2.115, 3.305], [2.584, -3.484, 3.551], [1.378, -3.545, 2.254], [-7.268, 1.961, 0.184], [-6.495, 1.294, -0.939], [-6.991, 0.376, -1.552], [-5.085, 1.794, -1.250], [-6.980, 3.007, 0.044], [-6.848, 1.700, 1.163], [-8.337, 1.802, 0.115], [-5.220, 2.738, -1.752], [-4.549, 1.109, -1.896], [-4.590, 1.836, -0.301], [4.061, 0.684, 0.845], [5.069, 1.285, 1.545], [6.038, 1.982, 0.853], [6.977, 2.749, 1.527], [6.954, 2.835, 2.905], [5.944, 2.156, 3.588], [4.996, 1.427, 2.950], [6.033, 2.023, -0.237], [7.761, 3.253, 1.022], [7.687, 3.373, 3.494], [6.003, 2.251, 4.648], [4.289, 0.953, 3.562], [1.825, -2.628, -6.148], [2.628, -2.201, -5.196], [2.096, -1.234, -4.371], [2.903, -0.743, -3.324], [4.167, -1.287, -3.082], [4.611, -2.324, -3.919], [3.848, -2.799, -4.999], [1.168, -0.779, -4.578], [2.556, 0.032, -2.700], [4.828, -0.928, -2.338], [5.585, -2.767, -3.733], [4.145, -3.613, -5.650], [-2.496, -0.761, 0.519], [-3.737, -0.809, 1.062], [-4.642, -1.777, 0.620], [-5.891, -1.836, 1.183], [-6.298, -0.925, 2.193], [-5.386, 0.103, 2.544], [-4.125, 0.141, 1.964], [-4.384, -2.478, -0.133], [-6.547, -2.634, 0.770], [-7.295, -0.910, 2.568], [-5.645, 0.839, 3.322], [-3.470, 0.913, 2.241], [0.756, -3.394, -2.602], [-0.363, -2.685, -2.963], [-0.856, -1.817, -2.023], [-2.009, -1.101, -2.379], [-2.683, -1.301, -3.541], [-2.159, -2.210, -4.453], [-0.984, -2.857, -4.199], [-0.360, -1.518, -1.129], [-2.429, -0.323, -1.746], [-3.545, -0.635, -3.656], [-2.596, -2.453, -5.382], [-0.530, -3.645, -4.807], [-1.709, 3.461, -2.064], [-0.875, 2.833, -1.292], [0.472, 3.138, -1.408], [1.337, 2.417, -0.542], [0.863, 1.501, 0.390], [-0.467, 1.240, 0.423], [-1.353, 1.924, -0.347], [0.860, 3.742, -2.247], [2.392, 2.582, -0.722], [1.621, 1.010, 0.936], [-0.714, 0.435, 1.036], [-2.413, 1.768, -0.318]]}

# 3
{"formula": "C10H36O8", "method": "wB97M-V/def2-TZVPD", "homo_lumo_gap_ev": 10.03, "energy_ev": -27330.5834, "e_above_lowest_ev": 3.177, "e_homo_ev": -9.7, "elements": ["C", "C", "C", "O", "H", "H", "H", "H", "H", "H", "H", "H", "C", "O", "H", "H", "H", "H", "C", "O", "H", "H", "H", "H", "C", "O", "H", "H", "H", "H", "C", "O", "H", "H", "H", "H", "C", "O", "H", "H", "H", "H", "C", "O", "H", "H", "H", "H", "C", "O", "H", "H", "H", "H"], "xyz": [[4.187, 0.199, -2.527], [2.813, 0.879, -2.466], [2.768, 2.063, -1.529], [2.465, 1.287, -3.801], [4.598, 0.075, -1.520], [4.859, 0.827, -3.110], [4.138, -0.813, -2.924], [2.094, 0.121, -2.149], [3.336, 2.903, -1.937], [3.244, 1.822, -0.578], [1.727, 2.339, -1.365], [2.694, 2.211, -3.931], [0.708, -3.031, 0.065], [1.330, -1.940, 0.727], [1.466, -3.688, -0.367], [0.153, -3.647, 0.778], [0.081, -2.684, -0.761], [0.656, -1.250, 0.812], [-3.379, 1.241, 2.784], [-2.246, 1.213, 3.676], [-3.388, 0.301, 2.238], [-4.306, 1.360, 3.346], [-3.299, 2.068, 2.073], [-2.351, 1.980, 4.248], [2.685, 2.090, 2.438], [3.364, 3.129, 1.758], [3.366, 1.476, 3.033], [1.922, 2.484, 3.119], [2.181, 1.448, 1.722], [3.851, 3.664, 2.387], [-3.422, -1.320, -0.546], [-3.545, -1.613, -1.947], [-2.527, -0.712, -0.371], [-4.310, -0.844, -0.130], [-3.227, -2.283, -0.075], [-3.929, -0.825, -2.347], [-0.437, 0.992, 0.459], [-0.539, 0.114, 1.551], [0.269, 1.800, 0.687], [0.023, 0.526, -0.416], [-1.376, 1.434, 0.119], [-1.096, 0.477, 2.250], [-0.668, -0.116, -3.424], [-0.140, 0.308, -4.670], [-0.864, 0.744, -2.763], [-1.627, -0.600, -3.607], [-0.001, -0.808, -2.896], [0.718, 0.719, -4.469], [-2.237, -2.770, 2.713], [-3.564, -3.280, 2.592], [-1.730, -3.387, 3.461], [-1.648, -2.659, 1.804], [-2.321, -1.787, 3.182], [-3.522, -4.238, 2.602]]}

# 4
{"formula": "C13H27BNO8PS", "method": "wB97M-V/def2-TZVPD", "homo_lumo_gap_ev": 8.94, "energy_ev": -52586.9672, "e_above_lowest_ev": 0.000, "e_homo_ev": -9.1, "elements": ["C", "C", "B", "O", "C", "C", "C", "O", "O", "S", "O", "O", "O", "C", "C", "C", "C", "O", "P", "N", "H", "H", "H", "H", "H", "H", "H", "H", "H", "H", "H", "H", "H", "H", "H", "H", "H", "H", "H", "C", "C", "C", "O", "C", "H", "H", "H", "H", "H", "H", "H", "H"], "xyz": [[1.847, -0.212, -2.455], [0.579, 0.399, -3.074], [-0.540, 0.867, -2.076], [-1.184, 2.071, -2.291], [-1.008, -0.007, -0.778], [-0.170, 0.362, 0.458], [0.658, 1.619, 0.277], [1.872, 1.572, 0.265], [-0.757, -1.407, -1.239], [-1.975, -1.842, -2.173], [-1.690, -1.821, -3.562], [-2.519, -3.040, -1.641], [-2.921, -0.540, -1.876], [-2.528, -0.081, -0.587], [-2.878, -1.000, 0.610], [-4.188, -1.787, 0.542], [-5.355, -1.078, -0.118], [-4.498, -2.013, 1.937], [-3.156, 1.644, -0.144], [-4.316, 2.205, -1.038], [2.525, 0.559, -2.108], [1.647, -0.894, -1.635], [2.375, -0.791, -3.208], [0.129, -0.260, -3.814], [0.882, 1.291, -3.621], [-1.639, 2.033, -3.138], [-0.809, 0.409, 1.339], [0.536, -0.446, 0.627], [0.168, 2.592, 0.117], [-2.078, -1.724, 0.745], [-2.923, -0.444, 1.540], [-4.026, -2.768, 0.110], [-6.296, -1.553, 0.142], [-5.265, -1.180, -1.199], [-5.389, -0.013, 0.087], [-5.368, -2.411, 1.964], [-2.037, 2.487, -0.232], [-3.518, 1.592, 1.215], [-4.586, 1.537, -1.750], [4.492, 0.751, 2.770], [5.741, 0.207, 3.460], [6.359, -0.640, 2.355], [6.003, -0.017, 1.121], [4.996, 0.974, 1.352], [4.098, 1.658, 3.226], [3.702, -0.004, 2.775], [6.409, 1.029, 3.724], [5.532, -0.364, 4.364], [5.951, -1.657, 2.361], [7.446, -0.704, 2.427], [5.455, 1.964, 1.246], [4.213, 0.875, 0.604]]}